# 1
DFT (ωB97M-V/def2-TZVPD) results for 4 unconnected molecules or ions with the total composition CH11NO3.

## Properties
Relative energy (zero: lowest compared OMol25 entry of this formula, charge and spin) ... 0.251 eV
LUMO (spin up / spin down) ... 4.01 / 3.80 eV
Kohn-Sham gap (spin up / spin down) ... 0.1230 / 0.3711 Eh
Expectation value of S² ... 0.75
F_max ... 0.978 eV Å⁻¹
Charge ... -1
Spin multiplicity ... 2
HOMO level (spin up / spin down) ... 0.6673 / -6.2997 eV

Geometry (Å):
C: -0.2425 0.9652 -0.9412
N: -1.5205 0.9220 -1.6640
H: 0.4256 0.1498 -1.2058
H: -0.3352 0.8794 0.1393
H: 0.3204 1.8550 -1.2292
H: -1.2801 0.8817 -2.6481
H: -2.0663 0.0900 -1.4889
H: 2.1208 -0.7575 0.8635
H: 1.5519 -2.0578 0.5703
O: 1.4594 -1.1303 0.2502
H: 0.8753 0.5874 3.0103
H: 1.2122 1.3674 1.7883
O: 1.5765 1.1446 2.6577
H: -0.7706 -2.1390 -0.1281
H: -1.6600 -0.9067 -0.0746
O: -1.6670 -1.8512 0.1002

Atomic partial charges in e from the Mulliken method, atoms 1 to 6: -1.6999, -0.4704, 0.3041, 0.2688, 0.3830, 0.2463

***

# 2
DFT (ωB97M-V/def2-TZVPD) results for a molecular structure, C17H19BrI2KN2O6.

## Properties
Relative energy (zero: lowest compared OMol25 entry of this formula, charge and spin) ... 0.032 eV
LUMO ... 2.15 eV
Kohn-Sham gap ... 0.2981 Eh
F_max ... 0.256 eV Å⁻¹
Charge ... -1
HOMO level ... -5.9638 eV

Geometry (Å):
K: -0.1714 -0.1086 -0.0998
I: 0.7108 -0.6013 3.8367
C: -0.2967 1.2286 4.1972
I: 0.9654 2.9353 4.0857
H: -0.7105 1.1881 5.1948
H: -1.0599 1.3123 3.4240
O: -3.3095 0.5691 3.2950
C: -2.7229 0.2941 2.2384
O: -1.7693 0.9076 1.6922
C: -3.2203 -0.9580 1.5024
C: -4.5818 -1.2430 1.5010
C: -5.0288 -2.3552 0.8119
C: -4.0973 -3.1688 0.1800
C: -2.7610 -2.8186 0.2624
N: -2.3183 -1.7316 0.8937
H: -5.2498 -0.5883 2.0412
H: -6.0840 -2.5968 0.7665
H: -4.3987 -4.0534 -0.3651
H: -2.0042 -3.4403 -0.2068
C: 2.7587 1.4457 -0.1387
O: 2.6283 0.0407 -0.0273
C: 2.9961 -0.6249 -1.2205
C: 2.6967 -2.0969 -1.0451
O: 1.3113 -2.3731 -0.9763
C: 0.6963 -2.4124 -2.2569
H: 3.8047 1.7308 -0.3063
H: 2.4261 1.8784 0.8044
H: 2.1479 1.8310 -0.9622
H: 4.0720 -0.4941 -1.4101
H: 2.4396 -0.2038 -2.0663
H: 3.1296 -2.4384 -0.1034
H: 3.1535 -2.6617 -1.8687
H: 1.1690 -3.1812 -2.8811
H: 0.7406 -1.4447 -2.7610
H: -0.3525 -2.6597 -2.1118
Br: -5.1370 2.4923 -5.6389
C: -3.3110 2.5717 -5.1162
C: -2.4978 3.5561 -5.6520
N: -1.2130 3.6683 -5.3289
C: -0.7171 2.7922 -4.4544
C: -1.4603 1.7732 -3.8724
C: -2.7992 1.6602 -4.2145
C: -0.8371 0.8044 -2.8767
O: -1.5626 -0.1169 -2.4523
O: 0.3581 1.0294 -2.5508
H: -2.8942 4.2743 -6.3604
H: 0.3280 2.8948 -4.1917
H: -3.3929 0.8747 -3.7669

Atomic partial charges in e from the Mulliken method, atoms 1 to 6: 1.0174, 0.0169, -0.4459, 0.0031, 0.4424, -0.0419

***

# 3
DFT (ωB97M-V/def2-TZVPD) results for a molecular structure, C35H46AsINPTa.

## Properties
Relative energy (zero: lowest compared OMol25 entry of this formula, charge and spin) ... 1.078 eV
LUMO ... -10.15 eV
Kohn-Sham gap ... 0.2208 Eh
F_max ... 1.313 eV Å⁻¹
Charge ... +3
HOMO level ... -16.1563 eV

Geometry (Å):
Ta: -1.0763 0.1775 -0.4546
I: -2.9222 0.8598 -2.5578
C: -4.2281 -0.5085 -1.5091
C: -5.2680 -1.0630 -2.1942
C: -6.1761 -1.8769 -1.4810
C: -6.0183 -2.0738 -0.1353
C: -4.9325 -1.4892 0.5605
C: -4.7766 -1.6391 1.9649
C: -3.7436 -1.0470 2.6490
C: -2.7860 -0.2996 1.9492
C: -2.8444 -0.1610 0.5487
C: -3.9815 -0.7061 -0.1334
H: -5.4294 -0.8791 -3.2483
H: -7.0104 -2.3154 -2.0112
H: -6.7329 -2.6743 0.4135
H: -5.5214 -2.2157 2.5015
H: -3.6786 -1.1422 3.7244
H: -1.9956 0.1912 2.5049
C: 3.3951 2.1523 0.0366
C: 2.5513 2.1939 -1.2329
C: 1.7714 3.4946 -1.3897
P: 1.5550 0.6194 -1.5208
C: 2.4753 -0.0004 -3.0138
C: 3.9823 -0.2336 -2.8289
C: 1.8779 -1.1584 -3.7849
C: 1.8142 -0.4989 -0.0834
C: 2.7118 -1.5461 0.0100
C: 2.6524 -2.4702 1.0674
C: 3.6860 -3.5367 1.2132
C: 1.5855 -2.3938 1.9772
C: 0.6683 -1.3701 1.9145
C: 0.8051 -0.3876 0.9171
N: 0.0158 0.8071 0.9640
C: 0.2116 2.0227 1.6778
C: -0.4476 3.1008 1.0868
C: -1.1910 2.8230 -0.1822
C: -0.3783 4.3573 1.6610
C: 0.3536 4.5525 2.8303
C: 0.4333 5.8983 3.4853
C: 1.0177 3.4562 3.3843
C: 0.9783 2.1784 2.8405
C: 1.7509 1.0697 3.5006
H: 4.0697 3.0093 0.0389
H: 4.0065 1.2489 0.0901
H: 2.7841 2.2162 0.9371
H: 3.2378 2.1511 -2.0759
H: 1.2419 3.7562 -0.4776
H: 2.4718 4.3053 -1.5914
H: 1.0695 3.4672 -2.2272
H: 2.3533 0.8957 -3.6371
H: 4.1945 -1.2624 -2.5395
H: 4.4578 0.4229 -2.1009
H: 4.4820 -0.0738 -3.7841
H: 2.1179 -2.1166 -3.3220
H: 2.3018 -1.1857 -4.7891
H: 0.8027 -1.0685 -3.8907
H: 3.4933 -1.6592 -0.7355
H: 4.2972 -3.6411 0.3198
H: 3.2289 -4.4977 1.4509
H: 4.3484 -3.2877 2.0469
H: 1.5071 -3.1391 2.7601
H: -0.1163 -1.2834 2.6579
H: -0.5141 2.4253 -0.9659
H: -1.6565 3.6913 -0.6492
H: -2.0683 2.1505 0.0422
H: -0.8869 5.1936 1.1963
H: -0.0035 6.6755 2.8623
H: 1.4683 6.1653 3.6990
H: -0.1010 5.8868 4.4370
H: 1.6016 3.6073 4.2853
H: 2.3663 1.4747 4.3010
H: 2.4188 0.5608 2.8039
H: 1.0909 0.3253 3.9480
C: -1.5875 -2.5304 -3.3186
As: -1.0371 -2.4127 -1.4630
C: -2.3562 -3.5360 -0.5948
C: 0.4686 -3.6217 -1.2861
H: -1.3559 -3.5331 -3.6761
H: -1.0856 -1.7946 -3.9319
H: -2.6630 -2.3669 -3.3791
H: -2.2343 -4.5380 -1.0047
H: -2.1653 -3.5557 0.4783
H: -3.3679 -3.1987 -0.7814
H: 0.1730 -4.5361 -1.8011
H: 0.6229 -3.8372 -0.2306
H: 1.3690 -3.2210 -1.7234

Atomic partial charges in e from the Mulliken method, atoms 1 to 6: -1.8200, 0.1723, 0.1348, -0.5826, -0.7009, -0.9435

***

# 4
DFT (ωB97M-V/def2-TZVPD) results for 5 unconnected molecules or ions with the total composition C5H5Cl15.

## Properties
Relative energy (zero: lowest compared OMol25 entry of this formula, charge and spin) ... 0.210 eV
LUMO ... 0.19 eV
Kohn-Sham gap ... 0.4128 Eh
Structure (SMILES) ... ClC(Cl)Cl.ClC(Cl)Cl.ClC(Cl)Cl.ClC(Cl)Cl.ClC(Cl)Cl
F_max ... 0.476 eV Å⁻¹
HOMO level ... -11.0462 eV

Geometry (Å):
Cl: 1.3301 0.3302 0.2392
C: -0.1221 -0.6655 0.3317
Cl: -1.3658 0.1742 1.2523
Cl: 0.2440 -2.2329 1.0415
H: -0.4919 -0.8412 -0.6677
Cl: -4.8536 1.3721 3.8692
C: -3.1879 1.1312 4.3664
Cl: -2.8735 -0.5517 4.7367
Cl: -2.7690 2.1603 5.7429
H: -2.5493 1.4567 3.5553
Cl: 6.4489 1.0767 -1.5587
C: 5.0941 -0.0332 -1.6340
Cl: 5.4031 -1.4981 -0.7219
Cl: 4.6678 -0.4166 -3.3064
H: 4.2396 0.4540 -1.1906
Cl: 2.9150 -3.3185 -3.8533
C: 1.1803 -3.6016 -3.8076
Cl: 0.3477 -2.3280 -2.9322
Cl: 0.8125 -5.1854 -3.1128
H: 0.8181 -3.6304 -4.8253
Cl: -2.8489 3.9772 2.0424
C: -2.9671 3.1722 0.4817
Cl: -3.2134 4.3444 -0.8171
Cl: -4.2349 1.9643 0.4998
H: -2.0237 2.6895 0.2686

Atomic partial charges in e from the Mulliken method, atoms 1 to 6: -0.1121, 0.1442, -0.0246, -0.1233, 0.1000, -0.1022

***

# 5
DFT (ωB97M-V/def2-TZVPD) results for a molecular structure, C24H31N7O3Rb.

## Properties
LUMO ... -1.90 eV
Kohn-Sham gap ... 0.3215 Eh
F_max ... 2.715 eV Å⁻¹
Charge ... +1
HOMO level ... -10.6445 eV

Geometry (Å):
Rb: -0.1727 -0.1777 0.6250
C: -0.2247 1.1952 4.6010
N: -0.2711 -0.0140 3.7486
C: 0.1549 -1.2203 4.5388
C: 0.1899 -2.4160 3.6320
N: -0.0779 -2.4914 2.3570
C: -0.0422 -3.8433 2.0353
C: -0.2233 -4.4702 0.8378
C: -0.0169 -5.8528 0.8313
C: 0.2448 -6.5595 1.9673
C: 0.3891 -5.9435 3.1914
C: 0.2192 -4.5816 3.2003
N: 0.2824 -3.6259 4.2458
C: -0.3157 2.4343 3.7632
N: -0.4547 2.5586 2.4761
C: -0.5632 3.9511 2.2527
C: -0.6685 4.5996 1.0040
C: -0.7161 5.9453 0.9579
C: -0.5021 6.7047 2.1442
C: -0.4375 6.0709 3.3890
C: -0.4238 4.6501 3.4473
N: -0.2539 3.6763 4.3918
H: 0.7919 1.1813 5.0025
H: -1.0023 1.1057 5.3557
H: -1.1933 -0.1786 3.4055
H: -0.5760 -1.4152 5.3718
H: 1.1018 -1.0611 5.0096
H: -0.4503 -3.9713 -0.0926
H: 0.0587 -6.3558 -0.1267
H: 0.4236 -7.6541 1.9052
H: 0.6753 -6.5155 4.1158
H: 0.7576 -3.7108 5.1134
H: -0.7692 3.9947 0.1045
H: -0.7801 6.4235 0.0240
H: -0.4442 7.7777 2.0872
H: -0.3661 6.7209 4.2394
H: -0.0987 3.8940 5.3299
C: 0.6403 -4.7465 -2.7653
N: 0.1977 -3.5742 -3.5013
C: 0.0111 -3.6659 -4.9187
C: 0.2026 -2.3632 -2.8443
O: 0.4159 -2.2660 -1.6671
C: -0.1183 -1.1936 -3.7463
O: -0.1748 -0.0323 -2.8942
C: -0.3231 1.1041 -3.7077
C: 0.0381 2.3567 -2.8898
O: 0.0963 2.2596 -1.6982
N: 0.2964 3.5250 -3.5361
C: 0.1854 3.6880 -4.9820
C: 0.6985 4.6523 -2.6931
H: 1.0934 -4.4856 -1.8054
H: 1.3807 -5.2593 -3.3474
H: -0.1253 -5.5460 -2.7031
H: 0.4559 -4.5858 -5.2094
H: 0.4553 -2.9264 -5.4986
H: -1.0358 -3.7501 -5.1755
H: -1.0807 -1.1997 -4.2324
H: 0.6706 -1.0901 -4.5400
H: -1.3602 1.2148 -4.0772
H: 0.3279 1.0415 -4.5667
H: 1.1631 3.7796 -5.4292
H: -0.3545 4.6100 -5.2272
H: -0.4365 2.8615 -5.4371
H: 1.6519 4.4252 -2.2377
H: 0.0238 4.7991 -1.8440
H: 0.7597 5.5421 -3.3082

Atomic partial charges in e from the Mulliken method, atoms 1 to 6: 0.8802, -0.7470, -0.1443, -0.9250, 0.2527, -0.2746

***

# 6
DFT (ωB97M-V/def2-TZVPD) results for a single C3H2O molecule.

## Properties
Relative energy (zero: lowest compared OMol25 entry of this formula, charge and spin) ... 0.583 eV
LUMO ... -0.49 eV
Kohn-Sham gap ... 0.3699 Eh
Structure (SMILES) ... C#CC=O
F_max ... 5.371 eV Å⁻¹
HOMO level ... -10.5542 eV

Geometry (Å):
C: -0.9957 -0.8998 -1.2247
C: -0.4193 -0.5105 -0.1993
C: 0.2476 0.1904 0.8112
O: 1.0865 1.0895 0.4866
H: -1.7299 -1.3176 -2.0322
H: 0.0420 -0.0795 1.8168

How positive or negative is each atom? The Mulliken charges in e answer that: 0.0039, -0.0753, -0.1140, -0.4502, 0.3299, 0.3056

***

Number 1: calculated total energy -8846.7677 eV. Number 2: calculated total energy -135775.4986 eV. Number 3: calculated total energy -118286.2744 eV. Number 4: calculated total energy -193102.0424 eV. Number 5: calculated total energy -42616.3955 eV. Number 6: calculated total energy -5187.6078 eV.